No. 1
Formula: C2H5NOS
Source: the Open Molecules 2025 dataset
Level of theory: wB97M-V/def2-TZVPD

The geometry in ORCA input format:
```
! wB97M-V def2-TZVPD RIJCOSX def2/J DEFGRID3
* xyz 0 1
C 0.10 0.45 -0.24
C 0.36 -0.89 0.33
H -2.09 0.93 -0.56
H -1.18 -0.59 -1.87
H 0.92 1.06 -0.70
H -0.35 0.84 1.00
H 2.04 0.48 1.58
N -1.01 0.48 -1.18
O -0.24 -1.97 0.11
S 1.45 -0.80 1.53
*
```

Calculated values
- orbital gap (hartree) = 0.3494
- energy above the lowest of the compared OMol25 structures with the same formula, charge and spin (kcal per mole) = 113.45
- highest occupied orbital energy (eV) = -9.30

No. 2
Formula: C34H41Cl2IrN7O2SSi2
Source: the Open Molecules 2025 dataset
Level of theory: wB97M-V/def2-TZVPD

The geometry in ORCA input format:
```
! wB97M-V def2-TZVPD RIJCOSX def2/J DEFGRID3
* xyz -1 1
Ir -0.90 -0.03 -0.70
C -3.40 2.77 1.33
C -2.63 1.95 0.35
N -2.19 0.76 0.61
N -2.43 0.20 1.84
C -1.92 -1.01 1.92
N -2.16 -1.66 3.11
S -1.06 -1.90 0.71
C -2.26 2.45 -0.99
C -2.69 3.66 -1.52
C -2.37 3.98 -2.83
C -1.64 3.09 -3.59
C -1.21 1.91 -3.00
N -1.48 1.62 -1.74
H -3.95 2.12 2.01
H -4.09 3.45 0.83
H -2.69 3.36 1.92
H -2.40 -1.05 3.88
H -1.52 -2.40 3.33
H -3.27 4.33 -0.90
H -2.70 4.93 -3.25
H -1.40 3.29 -4.62
H -0.61 1.17 -3.52
C 3.02 0.24 -3.70
Si 2.11 0.23 -2.04
C 1.98 2.07 -1.68
C 3.21 -0.61 -0.79
N 0.56 -0.53 -2.09
C 0.11 -1.44 -3.03
C 0.90 -2.10 -3.97
C 0.36 -2.96 -4.92
C -1.00 -3.19 -4.93
C -1.81 -2.56 -3.98
C -1.29 -1.69 -3.02
N -2.07 -1.06 -2.02
Si -3.72 -1.54 -1.84
C -4.75 -1.07 -3.35
C -4.67 -0.71 -0.45
C -3.92 -3.39 -1.54
H 3.71 1.09 -3.70
H 2.33 0.37 -4.54
H 3.61 -0.66 -3.89
H 2.99 2.46 -1.49
H 1.36 2.32 -0.83
H 1.58 2.59 -2.55
H 4.15 -0.07 -0.63
H 3.45 -1.63 -1.11
H 2.68 -0.66 0.16
H 1.97 -1.95 -3.95
H 1.01 -3.45 -5.63
H -1.45 -3.86 -5.66
H -2.87 -2.77 -4.00
H -4.85 0.02 -3.41
H -5.76 -1.49 -3.27
H -4.33 -1.40 -4.30
H -4.41 0.34 -0.33
H -4.52 -1.21 0.51
H -5.73 -0.76 -0.70
H -3.54 -4.00 -2.35
H -4.97 -3.63 -1.39
H -3.37 -3.66 -0.63
Cl 1.11 -3.20 3.26
C 1.78 -2.36 4.62
C 1.61 -2.91 5.87
C 2.16 -2.29 6.98
C 2.87 -1.12 6.79
C 3.04 -0.56 5.53
Cl 3.93 0.94 5.51
C 2.50 -1.16 4.37
N 2.61 -0.73 3.07
C 3.35 0.39 2.59
C 4.69 0.20 2.29
C 5.46 1.24 1.81
C 4.88 2.49 1.61
C 3.54 2.67 1.90
C 2.75 1.63 2.39
C 1.29 1.88 2.67
C 0.47 1.75 1.38
O -0.10 2.75 0.95
O 0.49 0.58 0.85
H 1.05 -3.83 5.96
H 2.03 -2.70 7.97
H 3.32 -0.61 7.63
H 1.88 -1.05 2.44
H 5.12 -0.79 2.44
H 6.51 1.08 1.57
H 5.47 3.31 1.23
H 3.08 3.64 1.74
H 1.15 2.89 3.04
H 0.92 1.17 3.41
*
```

Calculated values
- orbital gap (hartree) = 0.2025
- energy above the lowest of the compared OMol25 structures with the same formula, charge and spin (kcal per mole) = 2.04
- highest occupied orbital energy (eV) = -3.27

No. 3
Formula: C26H30BrN2O8SSn
Source: the Open Molecules 2025 dataset
Level of theory: wB97M-V/def2-TZVPD

The geometry in ORCA input format:
```
! wB97M-V def2-TZVPD RIJCOSX def2/J DEFGRID3
* xyz 1 1
Sn 0.02 -1.54 -1.38
C 0.92 1.67 1.54
C 1.77 0.42 1.60
O 1.03 -0.72 1.26
C 0.27 -1.26 2.32
C -0.54 -2.40 1.76
O -1.30 -1.99 0.61
C -2.67 -1.62 0.83
C -2.87 -0.34 1.61
O -2.25 0.80 1.00
C -3.03 1.48 0.01
C -2.52 1.27 -1.40
O -1.14 1.58 -1.56
C -0.77 2.93 -1.47
C -0.19 3.23 -0.11
O 0.95 2.27 0.16
H 1.26 2.46 2.21
H -0.13 1.44 1.69
H 2.18 0.34 2.61
H 2.61 0.49 0.91
H -0.37 -0.49 2.76
H 0.93 -1.65 3.11
H -1.21 -2.81 2.52
H 0.12 -3.19 1.41
H -3.17 -2.44 1.36
H -3.10 -1.55 -0.17
H -2.46 -0.42 2.61
H -3.95 -0.18 1.72
H -3.03 2.54 0.27
H -4.08 1.15 0.05
H -3.13 1.87 -2.09
H -2.61 0.22 -1.69
H -1.61 3.62 -1.62
H -0.02 3.12 -2.24
H -0.89 3.04 0.70
H 0.23 4.23 -0.03
S 4.45 2.95 -1.39
C 4.14 3.97 -0.06
C 2.91 3.76 0.47
C 2.24 2.74 -0.24
C 2.92 2.19 -1.28
C 2.54 1.14 -2.27
C 3.22 -0.07 -2.30
C 2.88 -0.98 -3.29
C 1.88 -0.65 -4.19
C 1.25 0.59 -4.06
N 1.59 1.48 -3.13
H 4.89 4.68 0.26
H 2.51 4.30 1.32
H 3.98 -0.30 -1.57
H 3.38 -1.94 -3.34
H 1.58 -1.33 -4.97
H 0.46 0.88 -4.74
O 2.68 -2.50 -0.37
N 1.60 -2.94 -0.72
Br -5.01 -7.74 -5.19
C -4.09 -6.32 -4.36
C -2.77 -6.50 -3.96
C -2.10 -5.45 -3.35
C -2.75 -4.24 -3.14
C -4.07 -4.08 -3.54
C -4.75 -5.12 -4.15
C -2.03 -3.11 -2.48
O -2.60 -2.03 -2.27
O -0.80 -3.32 -2.14
H -2.28 -7.45 -4.13
H -1.08 -5.57 -3.03
H -4.55 -3.12 -3.37
H -5.77 -5.00 -4.47
*
```

Calculated values
- orbital gap (spin up / spin down) (hartree) = 0.2521 / 0.2534
- highest occupied orbital energy (spin up / spin down) (eV) = -9.14 / -9.17

No. 4
Formula: C5H13N2
Source: the Open Molecules 2025 dataset
Level of theory: wB97M-V/def2-TZVPD

The geometry in ORCA input format:
```
! wB97M-V def2-TZVPD RIJCOSX def2/J DEFGRID3
* xyz 1 1
C -0.91 0.12 2.37
C 0.46 0.57 1.58
C 1.02 -0.40 0.54
C 0.35 -0.60 -0.75
N -1.03 -1.06 -0.66
C 0.89 0.05 -1.92
N -0.06 0.73 -2.77
H -1.31 0.67 3.35
H -1.80 0.22 1.69
H -0.74 -0.93 2.72
H 1.22 0.76 2.35
H 0.17 1.55 1.09
H 2.11 -0.24 0.37
H 1.08 -1.35 1.06
H -1.10 -2.04 -0.78
H -1.64 -0.78 0.13
H 1.98 -0.05 -2.06
H 0.06 1.71 -2.33
H -0.81 0.40 -2.20
H 0.05 0.67 -3.79
*
```

Calculated values
- orbital gap (hartree) = 0.3577
- energy above the lowest of the compared OMol25 structures with the same formula, charge and spin (kcal per mole) = 97.73
- highest occupied orbital energy (eV) = -13.52
- structure (SMILES) = CCC/C(N)=C/[NH3+]

No. 5
Formula: C24H48F24N4O28S8
Source: the Open Molecules 2025 dataset
Level of theory: wB97M-V/def2-TZVPD

The geometry in ORCA input format:
```
! wB97M-V def2-TZVPD RIJCOSX def2/J DEFGRID3
* xyz -3 2
C 18.05 -20.09 -7.21
C 16.72 -19.75 -6.49
C 15.47 -19.59 -7.42
O 14.36 -19.47 -6.57
C 13.08 -19.24 -7.22
N 16.47 -20.88 -5.51
H 16.15 -21.75 -5.91
H 17.31 -20.99 -4.97
H 15.73 -20.70 -4.84
H 18.78 -20.07 -6.40
H 18.40 -19.31 -7.88
H 18.11 -21.04 -7.74
H 16.83 -18.90 -5.82
H 15.36 -20.40 -8.14
H 15.53 -18.64 -7.96
H 13.02 -19.95 -8.04
H 12.90 -18.25 -7.65
H 12.36 -19.51 -6.46
C 20.85 -21.47 -8.12
C 22.28 -21.11 -7.50
C 23.28 -22.33 -7.29
O 23.90 -22.95 -8.46
C 22.96 -23.63 -9.23
N 23.07 -20.21 -8.42
H 23.97 -20.07 -7.98
H 23.16 -20.67 -9.31
H 22.54 -19.35 -8.38
H 20.19 -20.62 -8.27
H 20.35 -22.12 -7.41
H 20.94 -21.97 -9.08
H 22.19 -20.47 -6.62
H 22.89 -23.08 -6.60
H 24.17 -22.01 -6.75
H 22.22 -24.12 -8.60
H 23.49 -24.36 -9.85
H 22.55 -23.00 -10.02
C 14.14 -23.30 -2.97
C 12.64 -23.45 -3.23
C 12.20 -22.26 -4.13
O 10.82 -22.38 -4.31
C 10.27 -21.39 -5.13
N 12.64 -24.81 -3.92
H 11.68 -25.11 -3.84
H 12.79 -24.71 -4.92
H 13.19 -25.52 -3.45
H 14.90 -23.37 -3.75
H 14.39 -24.00 -2.17
H 14.26 -22.30 -2.55
H 12.03 -23.58 -2.33
H 12.69 -22.03 -5.08
H 12.33 -21.35 -3.55
H 10.59 -21.47 -6.17
H 10.55 -20.37 -4.87
H 9.18 -21.49 -5.09
C 16.11 -13.62 -10.22
C 16.86 -14.66 -9.40
C 15.93 -15.28 -8.28
O 15.52 -14.19 -7.46
C 14.37 -14.47 -6.83
N 17.78 -15.68 -10.16
H 18.15 -16.33 -9.48
H 17.13 -16.26 -10.67
H 18.46 -15.17 -10.69
H 15.35 -13.18 -9.58
H 15.52 -14.01 -11.05
H 16.77 -12.87 -10.67
H 17.64 -14.08 -8.90
H 16.61 -15.86 -7.65
H 15.12 -15.95 -8.58
H 14.10 -13.66 -6.15
H 14.50 -15.30 -6.14
H 13.59 -14.50 -7.60
C 12.97 -16.00 -10.91
F 11.75 -16.32 -11.24
F 13.01 -14.67 -10.82
F 13.32 -16.57 -9.79
S 14.31 -16.66 -12.21
O 14.22 -15.70 -13.34
O 15.54 -16.64 -11.43
O 13.99 -18.01 -12.62
C 13.77 -23.42 -8.83
F 15.00 -23.16 -9.42
F 13.32 -22.26 -8.43
F 13.08 -24.11 -9.72
S 14.28 -24.39 -7.21
O 13.08 -24.90 -6.63
O 15.32 -25.50 -7.53
O 14.86 -23.32 -6.41
C 21.40 -15.50 -7.41
F 21.39 -14.60 -8.43
F 22.65 -15.72 -7.13
F 20.68 -15.01 -6.44
S 20.59 -17.17 -7.99
O 20.82 -18.30 -7.05
O 19.14 -16.82 -8.02
O 21.16 -17.53 -9.29
C 13.43 -17.61 -3.61
F 13.36 -16.33 -3.12
F 12.27 -18.08 -3.82
F 14.08 -17.59 -4.81
S 14.36 -18.94 -2.50
O 14.70 -20.11 -3.42
O 15.51 -18.30 -1.92
O 13.44 -19.30 -1.43
C 9.63 -18.43 -6.79
F 10.45 -18.38 -5.67
F 9.98 -17.38 -7.57
F 9.74 -19.61 -7.51
S 7.85 -18.17 -6.14
O 6.95 -18.80 -7.15
O 7.76 -18.87 -4.90
O 7.67 -16.70 -6.05
C 17.24 -19.63 -11.06
F 17.25 -18.80 -10.02
F 17.13 -20.87 -10.56
F 16.29 -19.38 -11.88
S 19.00 -19.61 -11.83
O 19.84 -20.15 -10.85
O 18.84 -20.46 -13.00
O 19.30 -18.22 -12.22
C 20.87 -22.83 -3.40
F 21.36 -23.06 -2.23
F 21.31 -21.74 -4.05
F 21.04 -23.94 -4.17
S 18.86 -22.71 -3.22
O 18.48 -21.30 -2.78
O 18.32 -23.03 -4.59
O 18.37 -23.70 -2.21
C 10.65 -19.54 -10.96
F 9.63 -18.70 -10.49
F 11.60 -18.76 -11.33
F 11.17 -20.27 -10.02
S 9.77 -20.66 -12.42
O 10.73 -20.65 -13.52
O 9.53 -22.04 -11.88
O 8.51 -19.95 -12.71
*
```

Calculated values
- orbital gap (spin up / spin down) (hartree) = 0.2456 / 0.1056
- highest occupied orbital energy (spin up / spin down) (eV) = -2.98 / -2.98

No. 6
Formula: C4H12O4
Source: the Open Molecules 2025 dataset
Level of theory: wB97M-V/def2-TZVPD

The geometry in ORCA input format:
```
! wB97M-V def2-TZVPD RIJCOSX def2/J DEFGRID3
* xyz -2 1
C 0.45 -0.90 0.54
C -0.31 0.40 0.96
C -1.39 0.49 2.10
O -2.18 1.63 1.99
C 0.90 -0.92 -1.01
O 1.60 -1.93 -1.38
H -0.13 -1.76 0.82
H 1.26 -1.10 1.15
H 0.48 1.10 1.25
H -0.56 1.23 0.08
H -2.02 -0.46 2.02
H -0.82 0.70 3.08
H 0.09 -0.68 -1.65
H 1.46 0.05 -0.96
H -2.86 2.80 -0.60
H -2.66 1.77 0.63
O -2.76 1.80 -0.46
H 2.65 -1.75 -2.37
H 3.40 -0.77 -3.06
O 3.40 -1.71 -3.16
*
```

Calculated values
- orbital gap (hartree) = 0.2570
- energy above the lowest of the compared OMol25 structures with the same formula, charge and spin (kcal per mole) = 42.81
- highest occupied orbital energy (eV) = -0.36

Computed electronic energy, in the same sequence as the records: -16523.46165, -104932.24345, -133507.46154, -8366.57236, -240853.66671, -12528.91649 eV.